Entry 1:
Below is a molecular structure, C35H66I2NO20S7 in a non-equilibrium geometry, with properties calculated with ωB97M-V/def2-TZVPD.

```
131
C35H66I2NO20S7 | OMol25 | ωB97M-V/def2-TZVPD
C 3.2490 1.5281 3.3135
C 2.5484 0.7801 2.1844
I 1.7835 -1.1477 2.6971
C 2.3810 1.2614 0.9454
I 1.3881 0.1929 -0.5994
C 2.9066 2.6409 0.6430
C 2.1850 3.7423 1.1448
C 0.8751 3.5366 1.9309
C -0.2040 3.1302 0.9033
C -1.1711 2.1665 1.1621
C -2.1000 1.8303 0.1702
C -2.1185 2.4401 -1.0771
C -3.0995 2.1220 -2.1940
C -1.1297 3.4121 -1.3299
C -0.2115 3.7560 -0.3512
C 2.6594 5.0315 0.8984
C 3.8387 5.1767 0.1377
C 4.4862 4.0682 -0.3426
S 5.9589 4.3766 -1.3356
N 4.0291 2.8102 -0.0856
C 4.7278 1.6389 -0.6206
O 5.6756 1.1477 0.3056
O 5.6497 -0.2583 0.3356
H 4.2444 1.9130 3.0379
H 2.6670 2.3672 3.7223
H 3.4090 0.8166 4.1372
H 0.6508 4.5224 2.3744
H 0.9812 2.7909 2.7221
H -1.1648 1.6644 2.1338
H -2.8282 1.0534 0.4176
H -3.6203 3.0632 -2.4362
H -2.5484 1.8640 -3.1149
H -3.8152 1.3279 -1.9544
H -1.0795 3.9064 -2.3043
H 0.4942 4.5450 -0.6318
H 2.1118 5.8912 1.2883
H 4.1842 6.1872 -0.0752
H 5.4445 4.3796 -2.5983
H 4.0140 0.8289 -0.8431
H 5.2168 1.8621 -1.5819
H 5.6809 -0.5787 -0.5845
O 1.7341 -8.5508 0.6998
S 1.3669 -7.7375 1.8192
O 0.0414 -7.2242 1.9701
O 2.4059 -6.5299 1.9427
C 2.6240 -5.7064 0.7882
C 1.4946 -4.7156 0.5783
C 1.8162 -8.5608 3.3118
H 2.7769 -6.3244 -0.0987
H 3.5535 -5.1669 0.9681
H 0.5711 -5.2249 0.3029
H 1.7441 -4.0128 -0.2187
H 1.2953 -4.1582 1.4950
H 2.8428 -8.9079 3.2288
H 1.1397 -9.4043 3.4392
H 1.7079 -7.8667 4.1413
O -6.3599 2.6768 -6.1985
S -6.2713 3.5827 -5.0955
O -5.6442 3.1954 -3.8664
O -7.7197 4.1599 -4.7797
C -8.7949 3.2249 -4.5591
C -8.7436 2.6126 -3.1741
C -5.5525 5.0954 -5.6452
H -8.7928 2.4544 -5.3320
H -9.7185 3.7909 -4.6716
H -7.8756 1.9619 -3.0641
H -9.6389 2.0176 -2.9882
H -8.6658 3.3889 -2.4116
H -6.0593 5.4160 -6.5516
H -4.5003 4.9056 -5.8480
H -5.6536 5.8388 -4.8577
O 5.8150 -10.1754 2.5380
S 5.1205 -11.4223 2.6644
O 4.8227 -11.9782 3.9481
O 5.8691 -12.5212 1.7853
C 7.2782 -12.7194 2.0000
C 7.5535 -13.5349 3.2483
C 3.6378 -11.3541 1.7174
H 7.7967 -11.7593 2.0321
H 7.6470 -13.2558 1.1266
H 7.2804 -12.9824 4.1474
H 8.6129 -13.7854 3.3131
H 6.9693 -14.4556 3.2435
H 3.8691 -10.9764 0.7249
H 2.9558 -10.6811 2.2239
H 3.2066 -12.3509 1.6630
O 11.5182 0.9118 -0.2516
S 11.4947 1.7782 0.8868
O 11.9997 1.3535 2.1533
O 10.0033 2.3256 1.0824
C 8.9409 1.3620 1.1644
C 8.8813 0.7030 2.5291
C 12.2421 3.3165 0.4619
H 9.0355 0.6176 0.3707
H 8.0147 1.9071 0.9883
H 9.7528 0.0712 2.6992
H 7.9892 0.0799 2.6122
H 8.8671 1.4547 3.3194
H 11.8210 3.6653 -0.4775
H 13.3111 3.1437 0.3553
H 12.0565 4.0297 1.2614
O -12.3399 -1.9599 -4.2889
S -12.5978 -1.0108 -3.2508
O -11.6571 0.0224 -2.9398
O -12.9676 -1.7950 -1.9118
C -12.0553 -2.8020 -1.4411
C -10.8483 -2.1970 -0.7505
C -14.1783 -0.2783 -3.5161
H -11.7550 -3.4564 -2.2615
H -12.6131 -3.4109 -0.7308
H -10.2188 -1.6585 -1.4592
H -10.2448 -2.9778 -0.2860
H -11.1592 -1.4843 0.0142
H -14.9035 -1.0658 -3.7040
H -14.0968 0.3747 -4.3827
H -14.4496 0.2999 -2.6361
O -1.4551 7.3110 -0.5586
S -2.7042 7.1596 0.1323
O -3.9520 7.1987 -0.5608
O -2.7520 8.1950 1.3441
C -2.5188 9.5876 1.0602
C -3.7348 10.2539 0.4474
C -2.6496 5.6902 1.1052
H -1.6404 9.7037 0.4222
H -2.2885 10.0590 2.0149
H -3.9338 9.8669 -0.5519
H -3.5798 11.3304 0.3694
H -4.6227 10.0646 1.0512
H -1.7237 5.6793 1.6745
H -2.6836 4.8390 0.4273
H -3.5127 5.6745 1.7667
```

Its charge is +1. As for the spin multiplicity: 1. The largest force on an atom is 0.0328 Eh/bohr. Its energy above the lowest of the compared OMol25 structures with the same formula, charge and spin is 0.000 eV. The calculation puts the LUMO energy at -4.533 eV.

These are the Löwdin partial charges, in e, on atoms 1 to 99: -0.116, -0.755, 0.909, -0.713, 1.003, -0.164, -0.133, -0.059, -0.263, -0.062, -0.050, -0.268, -0.036, -0.046, -0.073, 0.060, -0.036, -0.505, 0.868, 0.047, -0.183, -0.122, 0.007, 0.094, 0.082, 0.060, 0.126, 0.100, 0.122, 0.122, 0.072, 0.092, 0.087, 0.130, 0.118, 0.144, 0.124, -0.080, 0.056, 0.122, 0.119, -0.272, 0.580, -0.270, -0.258, -0.252, -0.081, -0.117, 0.118, 0.122, 0.075, 0.075, 0.042, 0.058, 0.086, 0.080, -0.268, 0.574, -0.289, -0.261, -0.245, -0.066, -0.120, 0.118, 0.123, 0.071, 0.069, 0.085, 0.076, 0.075, 0.076, -0.279, 0.569, -0.273, -0.262, -0.254, -0.073, -0.113, 0.115, 0.122, 0.071, 0.082, 0.086, 0.083, 0.030, 0.083, -0.272, 0.576, -0.267, -0.266, -0.265, -0.065, -0.121, 0.117, 0.097, 0.075, 0.076, 0.087, 0.073

Entry 2:
Below is 4 unconnected molecules or ions with the total composition C35H67FN3O5S3 in a non-equilibrium geometry, with properties calculated with ωB97M-V/def2-TZVPD.

```
114
C35H67FN3O5S3 | OMol25 | ωB97M-V/def2-TZVPD
C -3.4625 -3.9240 0.7243
C -4.6654 -3.5458 1.5856
C -5.5489 -2.5117 0.8765
C -4.9208 -1.1244 0.8463
C -5.9008 -0.0524 0.3214
C -5.7067 1.3083 0.9778
C -4.3568 1.9328 0.5734
C -3.4498 2.2939 1.7595
C -2.0046 2.4495 1.3013
C -0.9958 2.6870 2.4497
C 0.0849 1.6074 2.5807
C 1.5122 2.1632 2.5479
C 2.0303 2.3834 1.1238
C 2.7790 1.1604 0.5478
C 1.9696 0.2916 -0.4241
C 2.1032 0.6604 -1.8949
C 2.0864 2.1484 -2.2467
C 0.7504 2.7590 -2.6107
C 0.7256 3.7217 -3.6381
C -0.4661 4.3426 -4.0102
C -1.6637 4.0075 -3.3757
C -1.6519 3.0642 -2.3436
C -0.4526 2.4584 -1.9643
C 1.0761 -0.2275 -2.6719
N 1.7027 -0.4789 -3.9939
C 2.9653 0.0149 -3.8688
N 3.7032 0.3922 -4.8546
C 5.0602 0.9062 -4.6016
C 6.0722 -0.2167 -4.4648
O 7.1888 0.0162 -4.1751
C 3.2297 0.2938 -6.2337
C 3.7197 -0.9699 -6.9652
O 2.8536 -1.2955 -8.0209
N 3.3764 0.1740 -2.5087
F 3.6014 -1.1739 -2.1440
H -2.8923 -4.7008 1.2294
H -3.7698 -4.3044 -0.2461
H -2.7919 -3.0753 0.6080
H -5.2455 -4.4489 1.7598
H -4.3344 -3.1246 2.5269
H -6.4988 -2.4525 1.4117
H -5.7834 -2.8473 -0.1345
H -4.6056 -0.8764 1.8598
H -4.0588 -1.1507 0.1833
H -5.7565 0.0375 -0.7546
H -6.9188 -0.4022 0.4811
H -6.5039 1.9472 0.5997
H -5.8076 1.2260 2.0567
H -3.8176 1.1824 -0.0084
H -4.4976 2.8054 -0.0611
H -3.8203 3.2352 2.1612
H -3.5149 1.5058 2.5069
H -1.9625 3.2881 0.6076
H -1.7514 1.5321 0.7690
H -0.5501 3.6694 2.3080
H -1.5490 2.7408 3.3816
H -0.0527 1.0934 3.5283
H -0.0122 0.8560 1.7957
H 1.4980 3.1151 3.0712
H 2.1939 1.5142 3.0935
H 2.7183 3.2281 1.1284
H 1.2120 2.6624 0.4569
H 3.6892 1.5038 0.0570
H 3.1083 0.5413 1.3777
H 0.9190 0.3188 -0.1476
H 2.2878 -0.7389 -0.2990
H 2.7569 2.3496 -3.0811
H 2.4996 2.7144 -1.4153
H 1.6551 3.9825 -4.1251
H -0.4419 5.0824 -4.7951
H -2.5906 4.4737 -3.6699
H -2.5601 2.7927 -1.8286
H -0.4629 1.7375 -1.1607
H 1.0808 -1.1858 -2.1492
H 0.0350 0.0600 -2.6605
H 1.6404 -1.4522 -4.2681
H 5.3399 1.5640 -5.4169
H 5.0794 1.4544 -3.6683
H 5.7414 -1.2537 -4.6354
H 2.1462 0.3532 -6.2531
H 3.5927 1.1771 -6.7501
H 3.8397 -1.8041 -6.2699
H 4.6628 -0.7379 -7.4492
H 1.9350 -1.2357 -7.7415
C 4.1852 -4.0512 -2.6889
S 4.0650 -5.7362 -3.3079
O 2.6351 -5.9438 -3.6437
C 4.3685 -6.5392 -1.7317
H 3.9723 -3.3866 -3.5248
H 3.4488 -3.8984 -1.8992
H 5.1907 -3.8555 -2.3153
H 3.6243 -6.2121 -1.0057
H 5.3746 -6.2974 -1.3889
H 4.2839 -7.6120 -1.8886
C -4.5164 -4.0517 6.2463
S -2.9686 -4.6745 5.5807
O -3.0446 -4.5229 4.1035
C -3.2885 -6.4039 5.9437
H -4.5409 -2.9771 6.0782
H -5.3520 -4.5254 5.7312
H -4.5591 -4.2552 7.3161
H -4.2088 -6.7153 5.4499
H -3.3666 -6.5389 7.0224
H -2.4506 -6.9832 5.5624
C 1.8737 5.6321 5.3114
S 1.6551 3.8975 5.7251
O 0.2396 3.5561 5.4256
C 1.7831 4.1052 7.5036
H 1.7805 5.7307 4.2315
H 1.1023 6.2245 5.8031
H 2.8657 5.9575 5.6244
H 1.0162 4.8001 7.8450
H 2.7770 4.4760 7.7537
H 1.6296 3.1313 7.9627
```

Its charge is +1. As for the spin multiplicity: 1. The largest force on an atom is 0.0319 Eh/bohr. The calculation puts the LUMO energy at -3.938 eV.

These are the Löwdin partial charges, in e, on atoms 1 to 99: -0.113, -0.270, -0.233, -0.216, -0.217, -0.207, -0.215, -0.208, -0.217, -0.181, -0.188, -0.209, -0.188, -0.165, -0.115, -0.360, -0.053, -0.200, -0.038, -0.068, -0.062, -0.052, -0.052, -0.055, 0.155, -0.265, 0.026, -0.040, -0.235, 0.130, -0.078, -0.226, -0.024, 0.073, 0.002, 0.060, 0.070, 0.060, 0.105, 0.078, 0.107, 0.113, 0.114, 0.099, 0.111, 0.104, 0.103, 0.109, 0.088, 0.107, 0.121, 0.113, 0.102, 0.088, 0.108, 0.101, 0.110, 0.090, 0.064, 0.109, 0.110, 0.100, 0.110, 0.112, 0.112, 0.117, 0.110, 0.122, 0.105, 0.105, 0.106, 0.093, 0.088, 0.128, 0.126, 0.167, 0.148, 0.136, 0.128, 0.132, 0.139, 0.117, 0.131, 0.094, -0.297, 0.806, -0.547, -0.265, 0.016, 0.055, 0.059, 0.060, 0.056, 0.055, -0.270, 0.813, -0.555, -0.271, 0.049